Run A
A 11-piece molecular cluster, H24NO10 overall, computed with ωB97M-V/def2-TZVPD.

Each line ends with the natural charge from an NBO analysis.
Positions of all 35 atoms, in Å:
N: -0.04446 -0.01571 -0.22171  -0.879
H: -0.94146 0.34329 0.15129  0.452
H: 0.64254 0.22029 0.43629  0.464
H: 0.00954 0.53229 -1.05571  0.460
H: -0.25846 -1.02571 -0.21171  0.467
O: 2.73754 1.38429 -0.74771  -0.939
H: 3.09954 0.90029 -1.50671  0.463
H: 3.65354 1.42129 -0.28871  0.477
O: 2.26654 2.09929 1.99129  -0.960
H: 2.54154 3.02629 1.93329  0.491
H: 1.92054 1.92129 2.94029  0.498
O: 0.96654 0.18029 -3.15671  -0.986
H: 1.76954 0.19229 -3.71571  0.495
H: 0.73054 -0.65971 -2.80371  0.483
O: -2.54646 0.77129 -2.10471  -0.961
H: -3.44946 0.46329 -2.24371  0.488
H: -2.07746 0.29629 -2.76471  0.490
O: 0.10254 -3.36271 2.12629  -0.933
H: -0.65146 -3.10171 1.78029  0.477
H: 0.56354 -3.93871 1.57029  0.473
O: 1.38254 -1.09371 2.42529  -0.968
H: 2.34354 -1.04271 1.99129  0.468
H: 1.08554 -1.92271 2.24829  0.478
O: -3.11646 2.06429 0.32229  -0.992
H: -2.99046 1.67929 -0.59971  0.493
H: -3.10846 3.00329 0.36829  0.487
O: -1.89146 -2.05071 0.90029  -0.942
H: -2.47746 -2.37671 0.31529  0.474
H: -2.39646 -1.56271 1.45829  0.489
O: -0.09046 3.11329 1.15729  -0.954
H: -0.51946 3.35329 1.98429  0.460
H: 0.70954 2.81329 1.54929  0.466
O: 0.00654 -2.16871 -1.94771  -0.986
H: 0.79554 -2.77271 -2.30971  0.515
H: -0.76746 -2.68371 -1.97071  0.491

* Kohn-Sham gap: 0.3774 Eh
* total charge: +1
* lowest unoccupied orbital energy: -0.1219 Eh
* 2S+1: 1


Run B
A 11-piece molecular cluster, H24NO10 overall, computed with ωB97M-V/def2-TZVPD.

Each line ends with the natural charge from an NBO analysis.
Positions of all 35 atoms, in Å:
N: -21.19304 -6.85079 -46.72549  -0.833
H: -21.56141 -6.09423 -46.26746  0.425
H: -20.32713 -6.48127 -47.22795  0.466
H: -21.62370 -6.97802 -47.59176  0.469
H: -21.24593 -7.62005 -46.16886  0.447
O: -20.70097 -9.30780 -44.29068  -0.955
H: -20.29922 -8.76831 -43.66317  0.479
H: -20.01160 -9.76764 -44.69043  0.492
O: -17.53109 -4.70001 -48.82893  -0.929
H: -18.19973 -4.09424 -48.58905  0.462
H: -17.83325 -5.56097 -48.57407  0.457
O: -23.25203 -8.79739 -43.46341  -0.946
H: -22.33213 -8.73451 -43.71083  0.486
H: -23.59283 -9.66594 -43.82520  0.483
O: -21.43647 -6.81788 -50.23244  -0.965
H: -21.34160 -7.74248 -49.99841  0.478
H: -20.57271 -6.45571 -50.62716  0.490
O: -18.34943 -7.57159 -48.50020  -0.952
H: -17.60966 -7.35947 -49.00463  0.484
H: -17.96342 -7.79198 -47.59758  0.481
O: -21.58709 -4.22811 -47.93910  -0.945
H: -20.76765 -3.99240 -47.86841  0.440
H: -21.96943 -3.71061 -47.26021  0.479
O: -23.05913 -2.89553 -46.19269  -0.916
H: -23.89979 -3.05971 -46.42481  0.483
H: -22.77507 -3.53073 -45.43944  0.467
O: -22.57737 -9.58821 -48.36354  -0.970
H: -23.04156 -9.78591 -49.21701  0.487
H: -23.15165 -9.77379 -47.68036  0.483
O: -20.64326 -5.92335 -43.81774  -0.937
H: -21.50967 -5.55778 -43.98052  0.460
H: -20.71404 -6.15393 -42.94194  0.479
O: -23.93590 -8.17493 -46.07994  -1.012
H: -24.92533 -8.01929 -46.17367  0.492
H: -23.81405 -8.49156 -45.15008  0.487

* Kohn-Sham gap: 0.4007 Eh
* total charge: +1
* lowest unoccupied orbital energy: -0.1263 Eh
* 2S+1: 1


Need the numbers? Relative energies in eV: run A 0.000; run B 0.702.


Run A
One molecule with the formula C3H7NOS, computed with ωB97M-V/def2-TZVPD.

Each line ends with the natural charge from an NBO analysis.
Positions of all 13 atoms, in Å:
C: -0.88518 -1.66987 -0.91067  -0.344
C: -0.07397 -0.62745 -1.06111  -0.423
S: 0.08623 0.78402 0.03217  1.902
C: -0.85152 0.82497 1.34875  -1.065
N: 1.78033 0.46007 0.12393  -1.012
O: -0.02753 2.05070 -0.75086  -0.921
H: -0.89088 -2.43660 -1.60011  0.213
H: -1.59869 -1.46102 -0.12896  0.220
H: 0.41501 -0.53524 -1.92368  0.217
H: -1.25654 1.60072 1.76251  0.238
H: -0.85953 -0.10271 2.02375  0.226
H: 2.03493 -0.19617 0.76666  0.375
H: 2.12734 1.30858 0.31761  0.375

* Kohn-Sham gap: 0.3367 Eh
* total charge: 0
* SMILES: C=C[S@@](=C)(N)=O
* lowest unoccupied orbital energy: 0.0281 Eh
* 2S+1: 1


Run B
One molecule with the formula C3H7NOS, computed with ωB97M-V/def2-TZVPD.

Each line ends with the natural charge from an NBO analysis.
Positions of all 13 atoms, in Å:
C: 1.68474 -0.82152 -0.26919  -0.254
O: 0.72564 -0.37486 0.68052  -0.374
N: -0.43063 0.02102 0.00160  -0.145
C: -0.57459 1.45623 0.04917  -0.435
C: -1.47427 -0.76979 0.15479  -0.094
S: -3.04905 -0.47416 0.01541  -0.117
H: 1.71244 -0.14986 -1.10360  0.186
H: 1.51058 -1.83943 -0.50931  0.181
H: 2.72638 -0.80029 0.25720  0.195
H: 0.45398 1.84194 -0.32818  0.205
H: -1.40698 1.78235 -0.57617  0.241
H: -0.68449 1.84866 1.06248  0.209
H: -1.19374 -1.72028 0.56529  0.203

* Kohn-Sham gap: 0.3374 Eh
* total charge: 0
* SMILES: CON(C)C=S
* lowest unoccupied orbital energy: 0.0253 Eh
* 2S+1: 1


Run C
A 2-piece molecular cluster, C3H7NOS overall, computed with ωB97M-V/def2-TZVPD.

Each line ends with the natural charge from an NBO analysis.
Positions of all 13 atoms, in Å:
C: -0.55150 0.33224 -0.36187  -0.090
C: -0.93565 1.49832 -1.22296  -0.201
S: 1.81980 -2.52814 -0.15481  -0.155
C: -1.66499 1.13762 0.48470  -0.135
N: 0.69923 0.09850 0.30139  -0.705
O: -1.27635 2.23330 1.17740  -0.699
H: -0.96267 1.55067 -2.30732  0.215
H: -1.73866 0.33824 1.26431  0.341
H: -0.94298 2.55769 -0.91459  0.253
H: -2.67319 1.14134 -0.07283  0.214
H: -1.02203 -0.66631 -0.68188  0.217
H: 1.52932 0.03294 -0.35616  0.394
H: 0.92242 -0.86928 0.61727  0.353

* Kohn-Sham gap: 0.1780 Eh
* total charge: 0
* lowest unoccupied orbital energy: -0.1445 Eh
* 2S+1: 1


Need the numbers? Relative energies in eV: run A 2.380; run B 0.000; run C 7.720.


Run A
One molecule with the formula C3H4N4, computed with ωB97M-V/def2-TZVPD.

Each line ends with the natural charge from an NBO analysis.
Positions of all 11 atoms, in Å:
N: 1.87068 0.04780 -0.70687  -0.779
C: 0.72294 0.12995 0.02953  0.269
C: 0.13579 1.24347 0.58931  0.070
N: -1.14356 1.34318 0.76281  -0.477
C: -1.84615 0.27408 0.22456  0.194
N: -1.35698 -0.92428 0.19444  -0.268
N: 0.01788 -1.00022 0.34029  -0.405
H: 2.18025 0.92275 -1.11484  0.400
H: 1.97929 -0.76967 -1.29267  0.400
H: -2.88808 0.39967 -0.05328  0.196
H: 0.32795 -1.66673 1.02673  0.400

* Kohn-Sham gap (alpha / beta): 0.2923 / 0.2924 Eh
* total charge: 0
* SMILES: NC1=C=NC=NN1
* lowest unoccupied orbital energy (alpha / beta): 0.0025 / 0.0025 Eh
* 2S+1: 1


Run B
One molecule with the formula C3H4N4, computed with ωB97M-V/def2-TZVPD.

Each line ends with the natural charge from an NBO analysis.
Positions of all 11 atoms, in Å:
N: -0.40935 2.20315 -0.95069  -0.728
C: 0.27578 1.17112 -0.49601  0.020
C: -0.74295 0.16786 -0.10129  -0.057
N: -0.62897 -0.99960 0.40151  -0.362
C: 0.31618 -1.86541 0.80406  -0.098
N: 1.63569 -1.75668 0.80745  0.081
N: 2.76400 -1.80691 0.87193  0.063
H: -1.43655 2.21581 -0.98654  0.353
H: 0.03993 3.04098 -1.29400  0.393
H: -1.80548 0.45034 -0.25401  0.125
H: -0.00828 -2.82068 1.19757  0.211

* Kohn-Sham gap: 0.2992 Eh
* total charge: 0
* lowest unoccupied orbital energy: -0.0038 Eh
* 2S+1: 1


Run C
One molecule with the formula C3H4N4, computed with ωB97M-V/def2-TZVPD.

Each line ends with the natural charge from an NBO analysis.
Positions of all 11 atoms, in Å:
C: 0.22584 1.37148 0.08623  0.265
N: -1.06729 1.14444 0.23210  -0.495
C: -1.55595 0.02262 -0.39895  0.231
N: -1.01965 -1.00249 -0.20372  -0.277
N: 0.30434 -1.02715 0.33660  -0.482
C: 1.39384 -0.45872 -0.07737  0.279
N: 1.42681 0.78634 -0.54547  -0.513
H: 0.35011 2.10264 1.00721  0.185
H: -2.62354 0.01878 -0.83559  0.202
H: 0.28153 -1.91719 0.76373  0.405
H: 2.28396 -1.04074 -0.36478  0.199

* Kohn-Sham gap: 0.3536 Eh
* total charge: 0
* SMILES: C1=NC=NNC=N1
* lowest unoccupied orbital energy: 0.0184 Eh
* 2S+1: 1


Need the numbers? Relative energies in eV: run A 0.000; run B 1.039; run C 0.768.